Below is a structure of composition C35H34N4S4W, with properties calculated with ωB97M-V/def2-TZVPD.

Values from the calculation:
- LUMO: -6.576 eV
- Highest occupied orbital energy: -13.35 eV
- Spin multiplicity: 1
- Relative energy (zero: lowest compared OMol25 entry of this formula, charge and spin): 0.0 kJ/mol
- Total charge: +2
- M: 822.8 g/mol

```
78
C35H34N4S4W | the Open Molecules 2025 dataset | ωB97M-V/def2-TZVPD
W 1.0985 0.2002 -0.5751
S 1.9686 -1.9750 -0.9824
C 3.4743 -2.1948 -0.0868
C 3.9690 -3.4819 0.0912
C 5.1349 -3.6734 0.8180
C 5.8192 -2.5920 1.3588
C 5.3451 -1.3037 1.1650
C 4.1648 -1.1237 0.4588
S 3.5526 0.4877 0.0778
C 3.3226 1.2344 1.7077
C 2.3237 2.3380 1.5533
C 2.3225 3.3865 2.4552
C 1.4208 4.4200 2.2880
C 0.5954 4.4039 1.1774
C 0.6624 3.3415 0.2949
C -0.1093 3.3805 -0.9780
S -0.8774 1.7717 -1.3145
C -0.6535 1.7152 -3.0693
C -1.7553 1.8247 -3.9065
C -1.5597 1.8110 -5.2784
C -0.2712 1.7088 -5.7892
C 0.8263 1.6030 -4.9446
C 0.6429 1.5857 -3.5650
S 2.0255 1.3798 -2.4817
N 1.4737 2.2834 0.5086
H 3.4373 -4.3251 -0.3309
H 5.5141 -4.6765 0.9593
H 6.7301 -2.7508 1.9193
H 5.8915 -0.4545 1.5566
H 4.2740 1.6407 2.0480
H 2.9914 0.4632 2.3988
H 3.0247 3.3835 3.2778
H 1.3819 5.2399 2.9924
H -0.0863 5.2198 0.9815
H 0.5750 3.5820 -1.8027
H -0.8853 4.1417 -0.9572
H -2.7488 1.9246 -3.4862
H -2.4068 1.8905 -5.9459
H -0.1143 1.7104 -6.8599
H 1.8284 1.5194 -5.3451
C 0.0006 -2.6568 1.6253
C 0.0511 -1.2404 2.1982
C 1.1721 -1.1952 3.2605
C -1.2842 -0.9623 2.9120
C 0.3371 -0.0760 1.2534
H -0.3375 -3.3324 2.4126
H 0.9750 -3.0062 1.2968
H -0.6998 -2.7469 0.7947
H 0.9430 -1.9298 4.0340
H 1.2311 -0.2176 3.7466
H 2.1389 -1.4586 2.8265
H -1.4018 -1.6640 3.7383
H -2.1319 -1.0967 2.2388
H -1.3249 0.0504 3.3204
H 0.0635 0.8282 1.8098
C -1.2941 -2.0330 -3.5778
C -0.3100 -1.3760 -2.8759
N -0.4899 -0.9688 -1.6028
C -1.6832 -1.1891 -1.0156
C -2.7376 -1.8215 -1.6606
C -2.5101 -2.2659 -2.9650
C -4.0348 -2.1370 -1.0379
C -4.7157 -1.6385 -0.0022
C -4.5043 -0.4878 0.8894
C -5.2878 -0.3789 2.0337
C -5.0676 0.7097 2.8597
N -4.1671 1.6478 2.5678
C -3.5005 1.4703 1.4369
N -3.6018 0.4544 0.5902
H -1.0987 -2.3582 -4.5896
H 0.6517 -1.1694 -3.3237
H -1.7966 -0.8432 -0.0040
H -3.2933 -2.7930 -3.4965
H -4.5286 -2.9643 -1.5377
H -5.6395 -2.1621 0.2209
H -6.0386 -1.1186 2.2753
H -5.6249 0.8432 3.7794
H -2.7825 2.2445 1.1794
```

=====

Below is a structure of composition C31H36Cl5IrN9OS, with properties calculated with ωB97M-V/def2-TZVPD.

Values from the calculation:
- LUMO (alpha / beta): -5.731 / -8.495 eV
- Highest occupied orbital energy (alpha / beta): -13.15 / -13.13 eV
- Spin multiplicity: 6
- Relative energy (zero: lowest compared OMol25 entry of this formula, charge and spin): 82.7 kJ/mol
- Total charge: +2
- M: 952.2 g/mol

```
84
C31H36Cl5IrN9OS | the Open Molecules 2025 dataset | ωB97M-V/def2-TZVPD
Ir -0.0107 0.2994 0.5120
Cl 5.3585 -4.4599 2.5633
C 4.4432 -3.2023 1.8854
C 3.0638 -3.1020 2.1787
Cl 2.3365 -4.2430 3.2302
C 2.3158 -2.0922 1.6087
Cl 0.6366 -1.9641 1.9602
C 2.8779 -1.1155 0.7227
O 2.2002 -0.2152 0.1664
C 4.2945 -1.2356 0.4831
Cl 5.0090 -0.0700 -0.5300
C 5.0500 -2.2582 1.0357
Cl 6.7236 -2.3849 0.6947
C 0.6119 -2.5012 -2.8370
C 0.2486 -2.3197 -1.3634
C -1.0642 -2.9488 -1.0038
C -1.2817 -4.2701 -1.3507
C -2.4869 -4.8984 -1.0670
C -3.4540 -4.2160 -0.3466
C -3.2812 -2.8957 0.0354
C -4.3403 -2.2941 0.9154
C -5.6616 -2.0518 0.1765
C -2.0963 -2.2088 -0.3648
N -1.9411 -0.8651 -0.1098
C -2.9716 -0.0489 -0.1648
C -2.9327 1.2198 0.4113
C -3.9729 2.1608 0.6428
C -3.4161 3.1666 1.3942
C -2.0497 2.8352 1.5701
N -1.7640 1.6752 0.9937
H 1.4175 -1.8255 -3.1225
H -0.2505 -2.3238 -3.4794
H 0.9604 -3.5118 -3.0285
H 0.2137 -1.2475 -1.1089
H 1.0310 -2.7776 -0.7518
H -0.4985 -4.8232 -1.8453
H -2.6613 -5.9179 -1.3764
H -4.3609 -4.7232 -0.0524
H -3.9933 -1.3620 1.3677
H -4.5365 -3.0039 1.7234
H -5.5305 -1.4450 -0.7173
H -6.3606 -1.5464 0.8368
H -6.1009 -2.9941 -0.1354
H -3.8752 -0.3452 -0.6875
H -4.9877 2.0699 0.3162
H -3.8999 4.0396 1.7861
H -1.3040 3.4231 2.0745
C 4.7717 1.3878 4.0339
C 3.7746 2.5369 3.8510
C 2.4255 1.9950 3.5923
N 1.9161 1.7956 2.4370
N 0.7096 1.2343 2.4502
C 0.2444 0.9888 3.6574
N -0.9394 0.4062 3.8842
S 1.3609 1.4585 4.9029
H 5.7539 1.7900 4.2602
H 4.8312 0.7894 3.1268
H 4.4719 0.7453 4.8586
H 4.0681 3.1492 2.9983
H 3.7573 3.1557 4.7487
H -1.5780 0.3412 3.1052
H -1.3182 0.3616 4.8150
C 1.5795 1.4574 -2.1436
N 0.2330 1.6398 -1.5403
C -0.7736 1.1948 -2.5337
N -0.6429 1.9139 -3.7769
C 0.6850 1.6903 -4.3335
N 1.6877 2.1698 -3.3950
C 1.4970 3.5938 -3.1678
N 0.1747 3.8074 -2.5965
C 0.0471 3.0985 -1.3453
C -0.8316 3.3384 -3.5385
H 1.7551 0.3939 -2.3176
H 2.3305 1.8236 -1.4393
H -1.7737 1.3668 -2.1279
H -0.6413 0.1299 -2.7336
H 0.7722 2.2207 -5.2823
H 0.8279 0.6230 -4.5158
H 1.5769 4.1326 -4.1130
H 2.2620 3.9564 -2.4793
H -0.9492 3.2812 -0.9381
H 0.7972 3.4594 -0.6380
H -0.7417 3.8831 -4.4795
H -1.8294 3.5084 -3.1279
```

=====

Below is a cluster of 2 separate species, C6H12N in total, with properties calculated with ωB97M-V/def2-TZVPD.

Values from the calculation:
- LUMO: -4.002 eV
- Highest occupied orbital energy: -13.89 eV
- Spin multiplicity: 1
- Relative energy (zero: lowest compared OMol25 entry of this formula, charge and spin): 338.4 kJ/mol
- Total charge: +1
- M: 98.2 g/mol

```
19
C6H12N | the Open Molecules 2025 dataset | ωB97M-V/def2-TZVPD
C 1.7063 0.3481 0.0601
C 2.7345 0.4111 0.8234
C 0.8535 1.3968 -0.6783
C 0.8185 -0.6645 -0.4753
C -2.8373 -0.0333 0.7411
C 0.5365 -1.9064 -0.2064
N 0.0714 0.2626 -1.2974
H 3.3568 -0.4130 1.2792
H 3.2180 1.2820 1.0817
H 0.1074 1.8535 0.1078
H 1.2417 2.0387 -1.3345
H -3.0876 -0.2032 -0.2710
H -2.7319 1.1515 1.1181
H -1.9417 -0.5670 0.9871
H -0.4300 -2.3355 -0.5133
H -3.7458 -0.3803 1.3923
H 0.9436 -2.5890 0.5533
H -0.9025 0.3372 -1.0938
H 0.0888 0.0106 -2.2741
```

=====

Below is an isolated molecule of C3H9N3, with properties calculated with ωB97M-V/def2-TZVPD.

Values from the calculation:
- LUMO: 0.988 eV
- Highest occupied orbital energy: -8.94 eV
- Spin multiplicity: 1
- SMILES: C=C(CN)NN
- Relative energy (zero: lowest compared OMol25 entry of this formula, charge and spin): 288.7 kJ/mol
- Total charge: 0
- M: 87.1 g/mol

```
15
C3H9N3 | the Open Molecules 2025 dataset | ωB97M-V/def2-TZVPD
C 0.1837 0.8571 1.5204
C 0.0513 0.3892 0.2964
C -0.8070 -0.5181 -0.4437
N -2.0474 -0.8507 0.5176
N 1.0353 0.8078 -0.8941
N 1.8800 -0.1363 -1.5036
H 1.0267 1.4759 1.7879
H -0.5719 0.6969 2.2712
H -1.2640 -0.0763 -1.3294
H -0.3492 -1.4909 -0.6324
H -1.7381 -1.3041 1.3729
H -2.5542 -0.0045 0.7621
H 1.5921 1.5913 -0.5678
H 1.3979 -0.5558 -2.2923
H 2.1648 -0.8814 -0.8652
```

=====

Q: Which formula does entry 1 have?
A: C35H34N4S4W